(1)
Below is a molecular structure, C54H133N11O4, with properties calculated with wB97M-V/def2-TZVPD.

The geometry in ORCA input format:
```
! RIJCOSX wB97M-V def2-TZVPD def2/J DEFGRID3
* xyz 0 1
C 33.48062 -8.03897 6.59663
C 32.01349 -7.73459 6.83923
N 31.24839 -7.56891 5.58191
C 29.90464 -6.95656 5.84248
C 29.99665 -5.50773 6.26229
C 31.28356 -8.78342 4.73805
C 30.61200 -9.97951 5.42485
H 33.63438 -9.10111 6.40607
H 34.08550 -7.81937 7.47640
H 33.77859 -7.31076 5.84230
H 31.51205 -8.44932 7.49179
H 31.96512 -6.80007 7.39817
H 29.36476 -6.95873 4.89558
H 29.28514 -7.50631 6.55106
H 29.05155 -4.98481 6.11590
H 30.28651 -5.45094 7.31151
H 30.66985 -4.91436 5.64357
H 32.32157 -9.00810 4.49278
H 30.76606 -8.50938 3.81870
H 29.56123 -9.72768 5.56816
H 31.05523 -10.26080 6.38011
H 30.79727 -10.86845 4.82189
C 29.19659 -5.42917 9.27823
C 30.62393 -5.99459 9.19655
N 31.60261 -4.89988 9.04982
C 31.81875 -4.25569 10.31511
C 32.52978 -2.95094 10.21290
C 32.87269 -5.34753 8.40314
C 33.63385 -6.50031 9.01809
H 28.87595 -5.03735 8.31294
H 29.05555 -4.65775 10.03527
H 28.46649 -6.21046 9.48949
H 30.84629 -6.53755 10.11517
H 30.65121 -6.65754 8.33177
H 30.81839 -4.06938 10.70583
H 32.38281 -4.89383 10.99534
H 33.60227 -3.07650 10.06423
H 32.15059 -2.31508 9.41290
H 32.50480 -2.31813 11.10005
H 33.53098 -4.48131 8.33671
H 32.64930 -5.56087 7.35782
H 33.92193 -6.36196 10.06019
H 34.56151 -6.59635 8.45388
H 33.07769 -7.43618 8.96379
C 23.07954 -0.19794 8.04023
C 23.42852 0.40210 6.65777
N 24.84509 0.92884 6.57127
C 24.89520 1.93854 5.56758
C 24.53494 1.46147 4.10682
C 25.84376 -0.16133 6.37836
C 27.28545 0.21678 6.31427
H 22.04995 -0.50311 8.22709
H 23.38731 0.62275 8.68819
H 23.72465 -1.03228 8.31554
H 23.17493 -0.31133 5.87367
H 22.79508 1.25351 6.40885
H 24.20308 2.74658 5.80454
H 25.83387 2.48907 5.63013
H 24.59508 2.34055 3.46517
H 25.41341 0.88347 3.81995
H 23.57269 0.95696 4.01939
H 25.60240 -0.75679 5.49787
H 25.69574 -0.84048 7.21797
H 27.42772 0.78305 5.39384
H 27.95358 -0.63924 6.21980
H 27.57966 0.82001 7.17314
C 31.57394 -5.99346 2.81510
C 30.10695 -5.75833 3.11352
N 29.72907 -4.41076 2.72993
C 30.23685 -3.41674 3.63913
C 29.87020 -1.95880 3.34036
C 28.24466 -4.36664 2.60991
C 27.46939 -4.69901 3.88451
H 31.88428 -7.03797 2.84305
H 32.16228 -5.41468 3.52711
H 31.78814 -5.56013 1.83814
H 29.53943 -6.46674 2.51006
H 29.90197 -6.01118 4.15379
H 31.31910 -3.46304 3.51795
H 30.06200 -3.62594 4.69447
H 28.86259 -1.64184 3.60932
H 30.05666 -1.60526 2.32629
H 30.50439 -1.34959 3.98440
H 27.92140 -3.38338 2.26813
H 27.89852 -5.01417 1.80431
H 26.41063 -4.54499 3.67619
H 27.51377 -5.75595 4.14726
H 27.69115 -4.05476 4.73531
C 29.09706 0.52007 6.28432
C 30.60120 1.02149 6.27874
N 30.71210 1.99661 7.29477
C 31.89191 2.86568 7.04124
C 31.51816 3.87535 5.95350
C 30.79518 1.41167 8.62762
C 30.28891 2.44083 9.63065
H 28.89200 -0.01635 5.35787
H 28.51419 1.43913 6.22363
H 28.75948 -0.04957 7.15014
H 31.33049 0.22232 6.41123
H 30.77855 1.38514 5.26661
H 32.21414 3.39497 7.93798
H 32.74428 2.20532 6.88158
H 30.64012 4.44837 6.25148
H 32.24261 4.68917 5.92226
H 31.42915 3.40784 4.97288
H 31.83472 1.16361 8.84191
H 30.20877 0.50930 8.80066
H 30.67575 2.24820 10.63132
H 29.20608 2.46162 9.75367
H 30.64320 3.42309 9.31799
C 34.28796 0.18131 12.01939
C 33.31991 -0.11199 10.84735
N 34.11496 -0.32509 9.62452
C 34.90805 -1.56186 9.56765
C 35.91467 -1.60012 8.38437
C 33.37994 -0.04534 8.38659
C 32.27908 -1.14435 8.01358
H 33.64755 0.42482 12.86711
H 34.92196 1.04070 11.80121
H 34.90328 -0.67178 12.30528
H 32.72658 -0.98496 11.11942
H 32.65266 0.74747 10.78251
H 35.50756 -1.69867 10.46764
H 34.16130 -2.35188 9.48791
H 35.41995 -1.59459 7.41311
H 36.55132 -0.72671 8.52557
H 36.55352 -2.48058 8.31542
H 34.00796 0.12716 7.51256
H 32.89969 0.92815 8.48549
H 31.71947 -0.75481 7.16317
H 31.54265 -1.26486 8.80807
H 32.73741 -2.13028 7.93612
C 33.74222 -5.31940 4.12231
C 32.96949 -4.71210 5.28412
N 33.26626 -3.24296 5.46125
C 32.37844 -2.58654 6.41453
C 31.02913 -2.58348 5.78552
C 34.64273 -2.91326 5.70823
C 35.14120 -3.43352 7.04466
H 33.61196 -6.40112 4.09051
H 34.80661 -5.21355 4.33203
H 33.41149 -4.81862 3.21240
H 31.91766 -4.94929 5.12445
H 33.20038 -5.23998 6.20939
H 32.27163 -3.18212 7.32117
H 32.73744 -1.57717 6.61546
H 31.21877 -2.39286 4.72921
H 30.60776 -3.58534 5.86809
H 30.32842 -1.86243 6.20645
H 34.73893 -1.83272 5.60201
H 35.28512 -3.33281 4.93401
H 34.75569 -3.00161 7.96821
H 36.21723 -3.26640 7.09301
H 35.07351 -4.52139 7.03657
C 26.34688 -2.03375 10.53362
O 26.17212 -0.83258 10.51841
N 25.96648 -2.91631 9.59318
C 26.18542 -4.36636 9.73330
C 25.20947 -2.48081 8.38693
H 26.93684 -2.53784 11.31468
H 26.74450 -4.67986 8.85168
H 25.22453 -4.88023 9.70629
H 26.81560 -4.75197 10.53472
H 25.11622 -1.39505 8.41009
H 25.63830 -2.94330 7.49793
H 24.18604 -2.84447 8.47878
C 30.25716 -2.16310 8.38459
O 30.39071 -1.23015 9.16960
N 29.15888 -2.44698 7.63463
C 29.04545 -3.68924 6.83461
C 27.92617 -1.63106 7.74034
H 31.06730 -2.89745 8.25581
H 29.92480 -4.33332 6.83370
H 28.78074 -3.50343 5.79370
H 28.20627 -4.26632 7.22301
H 27.58642 -1.35716 6.74151
H 27.18897 -2.29802 8.18733
H 28.08063 -0.70570 8.29528
C 27.00030 -5.90068 7.33367
O 27.78367 -5.10164 6.87349
N 26.56315 -7.00152 6.66845
C 25.62487 -7.88466 7.36832
C 26.76745 -7.36768 5.28756
H 26.58997 -5.84817 8.35400
H 25.90431 -8.93430 7.27738
H 24.62294 -7.83086 6.94248
H 25.49157 -7.68991 8.43247
H 26.04473 -6.94470 4.58980
H 27.80724 -7.18541 5.01604
H 26.72264 -8.43998 5.09712
C 30.64481 -0.11464 10.94179
O 31.69559 0.24050 11.51044
N 29.46805 0.52434 11.05494
C 29.35349 1.69195 11.92912
C 28.25319 0.08074 10.35579
H 30.57489 -0.96578 10.24690
H 30.23603 2.04361 12.46348
H 28.59980 1.47041 12.68474
H 29.02421 2.57351 11.37906
H 27.44187 0.55610 10.90704
H 28.26861 0.35640 9.30134
H 28.07214 -0.98689 10.48022
*
```

Values from the calculation:
HOMO level	-5.687	eV
electronic energy	-3038.37551	hartree
energy above the lowest of the compared OMol25 structures with the same formula, charge and spin	1250.4	kcal per mole
frontier orbital gap	5.4	eV

(2)
Below is 3 unconnected molecules or ions with the total composition C15H26Cl4FN2O, with properties calculated with wB97M-V/def2-TZVPD.

The geometry in ORCA input format:
```
! RIJCOSX wB97M-V def2-TZVPD def2/J DEFGRID3
* xyz 1 1
C 3.22128 -2.42623 0.80868
C 2.27885 -1.54284 -0.07952
C 3.11893 -0.78975 -1.12653
O 2.45186 0.30429 -1.77921
C 2.39485 1.45322 -1.01623
N 1.07117 1.46629 -0.27097
C -0.02729 0.93733 -0.82639
C -1.23023 0.90106 -0.16957
N -2.36699 0.30372 -0.77438
C -2.35056 -1.17488 -0.44954
C -1.66743 -2.00920 -1.52360
C -1.26814 1.44726 1.12355
C -0.13616 1.99722 1.66681
C 1.02556 1.98609 0.94277
F 2.08818 2.49686 1.53606
H 4.27131 -2.31295 0.52859
H 2.87047 -3.45828 0.73021
H 3.09699 -2.13785 1.85772
H 1.51939 -2.15039 -0.58254
H 1.73930 -0.87872 0.60888
H 4.10699 -0.50660 -0.73387
H 3.33287 -1.51466 -1.92209
H 2.34434 2.30226 -1.70914
H 3.23804 1.58552 -0.33314
H 0.01952 0.49978 -1.81769
H -2.16196 0.33965 -1.77249
H -1.76928 -1.26777 0.48052
H -3.34729 -1.55054 -0.21339
H -0.59982 -1.76536 -1.63427
H -2.11075 -1.86355 -2.52081
H -1.73727 -3.08967 -1.31973
H -2.21310 1.40136 1.66074
H -0.17958 2.42298 2.66428
Cl -4.30423 -3.28953 1.78059
C -4.60975 -4.97419 1.28457
C -3.34047 -5.70586 0.93056
Cl -2.58823 -5.10774 -0.57925
H -5.30887 -4.95886 0.45178
H -5.09125 -5.46672 2.12777
H -3.56100 -6.75988 0.76936
H -2.60140 -5.62819 1.72433
Cl -0.48552 5.54064 -0.88289
C 0.97279 5.65134 0.13670
C 1.68826 6.96849 -0.02581
Cl 2.43641 7.12297 -1.63285
H 1.62195 4.81341 -0.11311
H 0.64453 5.53564 1.16979
H 2.48996 7.04419 0.70778
H 1.01273 7.80868 0.11693
*
```

Values from the calculation:
HOMO level	-12.884	eV
electronic energy	-2712.27697	hartree
frontier orbital gap	8.9	eV

(3)
Below is a molecular structure, C24H15BrIN3O8RhS2, with properties calculated with wB97M-V/def2-TZVPD.

The geometry in ORCA input format:
```
! RIJCOSX wB97M-V def2-TZVPD def2/J DEFGRID3
* xyz 1 1
Rh -0.26472 0.53582 -0.96567
O 2.24942 -1.46729 5.29551
N 3.10860 -1.27985 4.45852
O 4.29297 -1.43871 4.64009
C 2.68204 -0.84485 3.10898
C 3.68390 -0.59920 2.23695
C 3.41717 -0.17981 0.90215
C 4.41356 0.07642 -0.05930
C 4.04450 0.45573 -1.32418
C 2.68565 0.58881 -1.63559
N 1.74670 0.35346 -0.73943
C 2.09280 -0.02712 0.51226
C 1.03213 -0.29254 1.43536
N -0.22241 -0.12640 0.94803
C -1.27253 -0.31989 1.72169
C -1.10894 -0.71953 3.04726
C 0.14771 -0.91322 3.56477
C 1.28566 -0.69802 2.75354
H 4.70504 -0.73159 2.56650
H 5.45750 -0.03070 0.20653
H 4.78022 0.66070 -2.08802
H 2.34838 0.89646 -2.61732
H -2.24022 -0.15203 1.26593
H -1.98389 -0.87236 3.66221
H 0.26623 -1.22155 4.58817
O -4.50507 0.64113 -1.63938
S -3.16758 0.90689 -2.06346
O -2.65380 0.17854 -3.19270
O -2.24198 0.76132 -0.86385
C -3.09537 2.67031 -2.40076
C -4.32337 3.27206 -2.61884
C -4.41290 4.63224 -2.88865
C -3.27114 5.40873 -2.94101
C -2.03243 4.82444 -2.72038
C -1.94322 3.46494 -2.45446
S -0.30723 2.89409 -2.12914
O 0.62614 3.85913 -2.58731
O -0.15932 1.52348 -2.75329
O -0.18744 2.56372 -0.65058
H -5.21377 2.66227 -2.56816
H -5.38463 5.07690 -3.05484
H -3.33155 6.46733 -3.15144
H -1.13091 5.41784 -2.76454
Br 2.58072 -3.13832 -1.02954
C 1.02507 -3.69704 -0.10743
C 1.17212 -4.64132 0.89862
C 0.05946 -5.08424 1.59728
C -1.20028 -4.58797 1.29685
C -1.35002 -3.64676 0.29132
C -0.23868 -3.20401 -0.41431
I -0.59665 -1.82555 -1.95715
H 2.15536 -5.03018 1.12345
H 0.18133 -5.82647 2.37441
H -2.06943 -4.93585 1.83790
H -2.33091 -3.26043 0.04645
*
```

Values from the calculation:
HOMO level	-12.303	eV
electronic energy	-5468.16073	hartree
energy above the lowest of the compared OMol25 structures with the same formula, charge and spin	0.0	kcal per mole
frontier orbital gap	7.8	eV

(4)
Below is 5 unconnected molecules or ions with the total composition C41H79N5O15PS6, with properties calculated with wB97M-V/def2-TZVPD.

The geometry in ORCA input format:
```
! RIJCOSX wB97M-V def2-TZVPD def2/J DEFGRID3
* xyz 1 1
C -4.52176 0.37781 -1.34159
C -2.97235 0.72808 -1.76663
C -1.92975 -0.52234 -1.38805
C -2.03844 -0.97372 0.19645
C -0.51098 -1.16593 0.75846
C -0.36460 -1.53947 2.33386
C -0.72878 -0.37741 3.42456
C -0.75985 1.14737 2.89827
C 0.55866 1.77283 2.19242
C 0.75120 3.35239 2.70959
S 2.59407 3.85600 2.76450
C 2.64260 5.06804 4.24120
S 3.10980 4.53907 5.82524
N 2.31158 6.53414 4.07645
C 2.05340 6.92563 2.63853
C 3.41046 7.30307 1.73673
C 3.31637 7.77108 0.16821
C 1.79179 7.89302 -0.50671
C 0.42708 7.51299 0.34129
C 0.58170 7.02749 1.91706
C 1.21807 7.00478 5.00809
C -0.23759 6.29379 5.25626
C -1.34629 6.98818 6.29260
C -1.04986 8.42368 7.09316
C 0.41724 9.12499 6.86559
C 1.49308 8.42369 5.84643
C -2.34261 -0.67956 3.79277
O -2.51977 -1.87156 4.63608
C -2.18212 -1.40305 5.98791
C -1.94888 -2.79307 6.89106
N -2.27981 -2.36728 8.33708
C -0.80981 -0.50867 5.98939
C -0.92639 1.02532 6.50394
N -2.30135 1.52062 6.88841
C -2.17643 3.05708 6.81549
N 0.00956 -0.70315 4.69211
P 1.70526 -0.18579 4.82298
N 2.39386 -0.89318 6.15242
O 2.74076 -0.78559 3.50763
O 1.97434 1.51583 5.04902
H -4.59758 -0.80082 -1.21349
H -5.23104 0.68050 -2.23291
H -4.78460 0.94317 -0.34461
H -2.96867 0.86148 -2.94786
H -2.59317 1.71858 -1.24975
H -2.16191 -1.43983 -2.10822
H -0.84012 -0.12983 -1.60135
H -2.68902 -0.18618 0.76399
H -2.62880 -2.00781 0.27937
H -0.07963 -2.10953 0.16278
H 0.11788 -0.25904 0.37338
H -1.10757 -2.45562 2.52635
H 0.71595 -2.02396 2.47120
H -1.13189 1.94241 3.70774
H -1.62323 1.19129 2.07012
H 1.54607 1.15669 2.27174
H 0.34142 1.88139 1.02289
H 0.35861 3.52822 3.79765
H 0.12886 4.01029 1.96011
H 4.47302 7.23358 2.27038
H 4.30593 8.02476 -0.42783
H 1.75700 8.24944 -1.64263
H -0.62857 7.62407 -0.19510
H -0.40757 6.79505 2.50239
H -0.52406 5.30434 4.70143
H -2.41424 6.51500 6.50737
H -1.84287 8.94183 7.80481
H 0.62128 10.14649 7.44079
H 2.53354 8.98808 5.69905
H -2.82763 0.31012 4.25211
H -2.97973 -0.88386 2.80750
H -3.13153 -0.90530 6.43663
H -0.84266 -3.17371 6.83362
H -2.75444 -3.54897 6.50545
H -1.79605 -1.43287 8.43587
H -3.30614 -2.15648 8.39149
H -0.13214 -1.06419 6.80668
H -0.26496 1.14946 7.49240
H -0.48854 1.84904 5.76968
H -3.03719 1.28468 6.18828
H -2.15461 3.30211 5.64861
H -1.10681 3.40955 7.21146
H -3.06642 3.61484 7.33134
H 0.08823 -1.76981 4.66337
H 2.75676 -0.12256 6.79028
H 2.82906 -1.77253 3.65528
H 2.97041 1.64809 5.15008
O -0.07662 -3.40863 -3.16762
S 1.06770 -2.66882 -3.65818
O 1.01940 -1.23994 -3.88642
O 1.63444 -3.39719 -5.00173
C 0.74449 -3.59846 -6.09161
C 0.46545 -2.30186 -6.82979
C 2.45682 -3.01085 -2.60721
H -0.18404 -4.06835 -5.75048
H 1.22872 -4.30178 -6.77781
H -0.08311 -1.59800 -6.19738
H -0.13458 -2.48516 -7.72531
H 1.40135 -1.81395 -7.11982
H 2.53237 -4.08835 -2.45373
H 2.28574 -2.50721 -1.65329
H 3.36079 -2.61764 -3.07611
O 2.56496 -6.28869 -6.74210
S 3.58574 -7.31556 -6.71093
O 3.30511 -8.69005 -7.06893
O 4.31971 -7.29043 -5.25576
C 3.51997 -7.43393 -4.08950
C 3.05444 -8.86697 -3.90605
C 4.97058 -6.76778 -7.67703
H 2.67183 -6.74161 -4.11505
H 4.14276 -7.14960 -3.23433
H 2.37033 -9.16499 -4.70570
H 2.52958 -8.98692 -2.95436
H 3.90480 -9.55553 -3.93500
H 5.22146 -5.74438 -7.39419
H 4.67953 -6.80552 -8.72905
H 5.81253 -7.44016 -7.50189
O -4.36247 5.46296 3.40572
S -4.51075 5.86622 2.02267
O -3.40891 5.81678 1.08480
O -5.17854 7.35226 1.97171
C -4.53416 8.41034 2.66856
C -3.28281 8.87330 1.94485
C -5.87447 4.97638 1.31581
H -4.30987 8.11424 3.69877
H -5.24454 9.24268 2.71959
H -2.51941 8.09010 1.93632
H -2.85429 9.75325 2.43235
H -3.50810 9.11630 0.90165
H -6.72834 5.03407 1.99248
H -5.56525 3.93646 1.18994
H -6.11498 5.41094 0.34372
O 3.10695 -7.87917 -10.66692
S 3.07512 -9.25001 -11.13299
O 4.00053 -9.74488 -12.13040
O 1.55628 -9.61810 -11.59611
C 0.93180 -8.80686 -12.58215
C 1.49291 -9.08048 -13.96571
C 3.15490 -10.32919 -9.72579
H 1.01832 -7.74669 -12.32163
H -0.13524 -9.05465 -12.57522
H 2.54170 -8.77755 -14.03312
H 0.93549 -8.52909 -14.72784
H 1.45014 -10.14995 -14.19478
H 2.43607 -9.99381 -8.97673
H 4.16857 -10.27748 -9.32246
H 2.93699 -11.34890 -10.04886
*
```

Values from the calculation:
HOMO level	-9.873	eV
electronic energy	-5741.27236	hartree
frontier orbital gap	6.5	eV

(5)
Below is C4H5NO in the gas phase, with properties calculated with wB97M-V/def2-TZVPD.

The geometry in ORCA input format:
```
! RIJCOSX wB97M-V def2-TZVPD def2/J DEFGRID3
* xyz 0 1
C -0.86319 0.31332 -0.77877
C 1.01788 -0.62646 0.25275
C 0.48818 -0.12534 -1.17892
C -0.07523 0.11811 0.87326
N -0.49914 0.42393 1.99908
O 1.17136 0.03064 -2.17091
H -1.36400 0.96343 2.04865
H -1.18138 1.28615 -1.14561
H -1.64938 -0.43546 -0.75558
H 0.94417 -1.70636 0.37148
H 2.01074 -0.24196 0.48457
*
```

Values from the calculation:
HOMO level	-9.411	eV
electronic energy	-285.33437	hartree
energy above the lowest of the compared OMol25 structures with the same formula, charge and spin	50.3	kcal per mole
frontier orbital gap	10.1	eV